(1)
The following is a DFT calculation (the ωB97M-V functional and the def2-TZVPD basis) of a structure of composition C22H44PV at a distorted geometry.

Output
M, g mol⁻¹: 390.5
Highest occupied orbital energy (spin up / spin down), eV: -15.29 / -15.29

ORCA input file:
```
! wB97M-V def2-TZVPD RIJCOSX def2/J DEFGRID3
* xyz 2 3
C 1.07396 1.41910 -1.69006
H 2.05076 1.81995 -1.37304
H 1.30998 0.79248 -2.56504
H 0.94811 0.76060 -0.24547
C 0.09816 2.57171 -1.96173
H -0.87958 2.22653 -2.30362
H -0.08477 3.08573 -0.99319
C 0.66221 3.61246 -2.93459
H -0.08122 4.38458 -3.13842
H 1.53901 4.10418 -2.49629
H 0.96058 3.16040 -3.88050
C -0.99444 -2.16920 -1.03151
C -1.61527 -1.26298 -1.95637
C -0.65590 -0.94882 -2.97478
C 0.59142 -1.59188 -2.63151
C 0.38487 -2.34129 -1.42354
C 1.30843 -3.34919 -0.84464
C 1.82937 -1.62558 -3.45624
C -0.91488 -0.15729 -4.20606
C -3.04283 -0.83455 -1.90245
C -1.68237 -2.95139 0.01699
V 0.03566 -0.20374 -1.05981
H 2.69372 -1.91989 -2.86216
H 1.73180 -2.35144 -4.27834
H 2.04801 -0.65094 -3.91694
H 2.35210 -3.14356 -1.11333
H 1.23126 -3.39642 0.24583
H 1.06370 -4.35096 -1.22947
H -2.52128 -2.38182 0.45693
H -2.10841 -3.87711 -0.40838
H -1.00121 -3.25125 0.82027
H -3.20662 0.05975 -2.50905
H -3.69974 -1.62867 -2.28426
H -3.35196 -0.61578 -0.88162
H -0.15501 0.62264 -4.36715
H -0.91558 -0.78914 -5.10902
H -1.89393 0.33785 -4.15151
C -1.52827 2.62175 1.22569
C -0.24485 2.13475 1.90608
C -0.34625 2.38804 3.41511
P 0.24640 0.41327 1.42873
C 2.06347 0.24775 1.78835
C 2.49601 0.67738 3.18825
C 2.58084 -1.14629 1.43506
C -0.78047 -0.74282 2.43400
C -0.35482 -0.90482 3.89360
C -2.28231 -0.42293 2.34142
H -2.41422 2.09677 1.60480
H -1.50929 2.51419 0.13296
H -1.65552 3.68912 1.45165
H 0.60562 2.72094 1.51429
H -1.27386 1.98009 3.83843
H 0.50688 2.01288 3.98742
H -0.37841 3.47644 3.56651
H 2.50593 0.96134 1.07098
H 1.98551 0.11305 3.97650
H 3.57091 0.46979 3.28723
H 2.35742 1.75115 3.35495
H 2.64028 -1.29768 0.34701
H 3.59636 -1.27317 1.83691
H 1.95615 -1.95016 1.85759
H -0.60986 -1.71050 1.93284
H -0.37547 0.04586 4.44434
H -1.07376 -1.57562 4.38438
H 0.63490 -1.36621 3.99393
H -2.62464 -0.26171 1.30821
H -2.84790 -1.27814 2.74470
H -2.55490 0.45042 2.94819
*
```

Atom charges from the Mulliken analysis, given in e for atoms 1 to 6: number 1, C, carries 0.07; number 2, H, carries 0.68; number 3, H, carries -0.21; number 4, H, carries -0.33; number 5, C, carries -0.25; number 6, H, carries 0.39

=====

(2)
The following is a DFT calculation (the ωB97M-V functional and the def2-TZVPD basis) of a cluster of 3 separate species, C22H45BF4NO7S2Si in total at a distorted geometry.

Output
M, g mol⁻¹: 614.6
Highest occupied orbital energy, eV: -3.68

ORCA input file:
```
! wB97M-V def2-TZVPD RIJCOSX def2/J DEFGRID3
* xyz -1 1
C -1.09247 -3.36528 0.17570
C -2.54482 -2.92399 0.38637
C -2.67294 -1.55141 1.09325
N -3.45368 -0.57446 0.32631
C -3.31150 0.79247 0.82760
O -3.50609 0.84110 2.22637
B -2.30623 1.55773 2.76540
Si -1.89649 1.00625 4.62988
C -2.30719 -0.84395 4.95520
C -3.12875 1.97770 5.74810
C -0.15097 1.47981 5.24986
O -1.28937 1.43118 1.71271
C -1.93867 1.53118 0.46811
C -2.25525 2.98359 0.07282
C -3.15059 3.08269 -1.17571
F -2.35142 3.39582 -2.28381
C -1.17789 0.82348 -0.64402
C 0.31881 1.12476 -0.60248
O 0.61312 2.49713 -0.90301
C 1.80870 2.91501 -0.32627
C 3.03978 2.62438 -1.17258
F 4.12824 3.02281 -0.46377
F 3.23063 1.34129 -1.45372
F 3.05768 3.30670 -2.31530
H -0.57351 -3.58989 1.10965
H -1.06921 -4.27525 -0.44568
H -0.54220 -2.60009 -0.38464
H -2.99652 -3.66853 1.05206
H -3.06047 -2.88830 -0.57220
H -3.02224 -1.68859 2.12097
H -1.66120 -1.14507 1.19502
H -4.42525 -0.84189 0.45474
H -4.20143 1.31817 0.43765
H -2.69711 2.73486 2.83878
H -1.52408 -1.50057 4.57139
H -3.27666 -1.04148 4.48993
H -2.47263 -0.99688 6.02949
H -2.66039 2.92119 6.03774
H -4.02453 2.15909 5.14735
H -3.45376 1.39796 6.61923
H -0.18637 2.53347 5.54224
H 0.05889 0.91428 6.16800
H 0.64052 1.30464 4.52056
H -1.34293 3.55862 -0.07880
H -2.79797 3.49442 0.87128
H -3.72929 2.17336 -1.33649
H -3.84982 3.91134 -1.03120
H -1.24563 -0.26142 -0.57326
H -1.52732 1.08555 -1.64625
H 0.73185 0.77537 0.34795
H 0.76747 0.51609 -1.40107
H 1.75814 4.00473 -0.23155
H 1.98851 2.52026 0.67977
C -3.59679 -8.22686 -2.38436
C -2.14131 -8.55147 -2.74564
C -1.30353 -7.30383 -2.43874
S -2.15765 -6.44047 -1.11434
O -2.63678 -5.18937 -1.62993
O -1.38439 -6.54098 0.09503
C -3.54713 -7.56216 -1.01246
H -4.22015 -9.12058 -2.37233
H -4.01353 -7.53421 -3.11927
H -1.79316 -9.38842 -2.13595
H -2.04041 -8.84428 -3.79047
H -0.29961 -7.55828 -2.10740
H -1.25295 -6.63354 -3.29496
H -4.44882 -7.00540 -0.76766
H -3.32924 -8.28863 -0.22950
C 6.97047 5.21456 -1.67517
C 6.46424 4.01832 -2.48847
C 6.82536 4.27624 -3.95665
S 8.29158 5.31215 -3.93871
O 7.95761 6.59830 -4.49895
O 9.42401 4.55385 -4.41108
C 8.39318 5.47542 -2.16037
H 6.94393 5.01570 -0.60456
H 6.34305 6.08705 -1.87215
H 6.95842 3.10771 -2.14217
H 5.39589 3.87441 -2.36833
H 7.04785 3.35490 -4.48941
H 6.03774 4.82177 -4.47367
H 8.76434 6.46550 -1.90471
H 9.08024 4.71115 -1.79728
*
```

Atom charges from the Mulliken analysis, given in e for atoms 1 to 6: number 1, C, carries -0.61; number 2, C, carries -0.43; number 3, C, carries -0.12; number 4, N, carries -0.20; number 5, C, carries -0.68; number 6, O, carries -0.61